*i*
C36H21Br5Cl5N4O4SbTi as an isolated structure. Source: the OMol25 dataset; level of theory: the ωB97M-V functional and the def2-TZVPD basis.

The calculation puts the frontier orbital gap (spin up / spin down) at 5.94 / 7.11 eV. The net charge is -1. As for the multiplicity: 2.

Last column: Mulliken spin population.
Positions of all 77 atoms, in Å:
Ti1 1.18 -0.01 -0.19  0.52
C1 -0.08 0.74 4.62  0.00
C2 -1.17 1.40 3.83  0.00
C3 -2.38 1.79 4.41  0.00
C4 -3.35 2.38 3.62  0.00
C5 -3.09 2.57 2.27  -0.01
C6 -1.86 2.14 1.76  0.00
N1 -0.93 1.60 2.53  0.01
Sb1 -1.55 2.64 -0.37  0.07
C7 -2.65 1.18 -1.63  0.00
C8 -3.61 1.71 -2.47  -0.01
C9 -4.25 0.87 -3.37  0.00
C10 -3.92 -0.47 -3.39  0.00
C11 -2.94 -0.93 -2.51  0.00
C12 -2.55 -2.38 -2.46  0.00
N2 -2.32 -0.10 -1.66  0.00
C13 0.41 2.19 -1.26  0.15
C14 1.10 3.32 -1.71  -0.02
C15 1.99 3.20 -2.76  0.12
C16 2.03 1.99 -3.46  -0.01
C17 1.32 0.90 -3.01  0.07
C18 1.25 -0.38 -3.78  0.01
N3 0.62 0.97 -1.84  0.04
H1 0.83 1.34 4.57  0.00
H2 0.15 -0.23 4.20  0.00
H3 -0.37 0.62 5.67  0.00
H4 -2.55 1.62 5.47  0.00
H5 -4.29 2.70 4.05  0.00
H6 -3.82 3.03 1.62  0.00
H7 -3.86 2.77 -2.43  0.00
H8 -5.00 1.25 -4.05  0.00
H9 -4.40 -1.16 -4.07  0.00
H10 -3.38 -2.99 -2.11  0.00
H11 -1.70 -2.51 -1.79  0.00
H12 -2.27 -2.75 -3.45  0.00
H13 0.90 4.27 -1.25  0.01
H14 2.59 4.04 -3.07  0.01
H15 2.61 1.90 -4.37  0.00
H16 0.82 -0.20 -4.77  0.01
H17 0.63 -1.10 -3.26  0.00
H18 2.24 -0.82 -3.92  0.00
Cl1 1.22 3.48 1.54  0.00
C19 2.32 2.22 1.98  0.01
C20 2.21 0.90 1.48  -0.01
C21 3.17 0.03 2.03  -0.02
Cl2 3.12 -1.63 1.54  0.00
C22 4.14 0.39 2.95  -0.01
Cl3 5.26 -0.78 3.56  0.00
C23 4.22 1.70 3.39  0.00
Cl4 5.42 2.18 4.53  0.00
C24 3.30 2.62 2.90  0.00
Cl5 3.38 4.25 3.46  0.00
Br1 6.95 -2.63 -2.91  0.00
C25 5.17 -2.37 -2.34  0.00
C26 4.25 -3.41 -2.39  0.00
Br2 4.75 -5.10 -3.09  0.00
C27 2.94 -3.21 -1.93  -0.01
Br3 1.62 -4.56 -2.00  0.00
C28 2.55 -1.99 -1.41  0.00
O1 1.35 -1.71 -0.92  0.03
C29 3.48 -0.91 -1.38  -0.01
O2 3.02 0.22 -0.91  -0.02
C30 4.77 -1.12 -1.85  0.02
Br4 5.94 0.36 -1.79  0.00
Br5 -4.24 -5.19 2.41  0.00
C31 -3.78 -3.42 1.89  0.00
C32 -4.79 -2.51 1.61  0.00
N4 -4.53 -1.26 1.23  0.00
C33 -3.25 -0.90 1.10  0.00
C34 -2.18 -1.74 1.37  0.00
C35 -2.46 -3.04 1.77  0.00
C36 -0.75 -1.33 1.23  -0.03
O3 0.11 -2.03 1.73  0.00
O4 -0.49 -0.24 0.56  0.03
H19 -5.84 -2.78 1.70  0.00
H20 -3.08 0.11 0.77  0.01
H21 -1.64 -3.72 1.97  0.00

---

*ii*
C36H21Br5Cl5N4O4SbTi as an isolated structure. Source: the OMol25 dataset; level of theory: the ωB97M-V functional and the def2-TZVPD basis.

The calculation puts the frontier orbital gap (spin up / spin down) at 7.21 / 7.47 eV. The net charge is -1. As for the multiplicity: 2.

Last column: Mulliken spin population.
Positions of all 77 atoms, in Å:
Ti1 0.32 -0.25 -0.98  0.94
C1 2.71 -2.64 -0.85  0.02
C2 3.11 -1.37 -0.16  0.00
C3 4.43 -1.09 0.14  0.00
C4 4.74 0.10 0.77  0.00
C5 3.72 0.97 1.12  -0.01
C6 2.40 0.66 0.81  -0.01
N1 2.14 -0.48 0.15  0.01
Sb1 0.79 2.07 1.77  0.00
C7 0.19 2.55 -0.34  0.01
C8 0.30 3.92 -0.51  -0.01
C9 -0.04 4.50 -1.71  0.00
C10 -0.49 3.69 -2.74  0.00
C11 -0.55 2.32 -2.55  0.00
C12 -1.04 1.40 -3.64  0.01
N2 -0.20 1.78 -1.38  0.04
C13 0.29 0.34 3.03  0.00
C14 -0.10 0.64 4.33  0.00
C15 -0.29 -0.41 5.22  0.00
C16 -0.08 -1.71 4.78  0.00
C17 0.34 -1.91 3.47  0.00
C18 0.59 -3.29 2.94  0.00
N3 0.54 -0.90 2.63  0.00
H1 3.25 -2.75 -1.79  0.00
H2 1.65 -2.66 -1.08  -0.01
H3 2.94 -3.50 -0.22  0.00
H4 5.20 -1.80 -0.13  0.00
H5 5.78 0.35 0.99  0.00
H6 3.94 1.90 1.63  0.00
H7 0.64 4.54 0.32  0.00
H8 0.03 5.57 -1.85  0.00
H9 -0.79 4.11 -3.70  0.00
H10 -0.69 1.74 -4.61  0.00
H11 -2.13 1.40 -3.65  0.00
H12 -0.69 0.38 -3.48  -0.01
H13 -0.27 1.66 4.64  0.00
H14 -0.61 -0.21 6.24  0.00
H15 -0.25 -2.55 5.44  0.00
H16 -0.20 -3.98 3.26  0.00
H17 1.54 -3.68 3.29  0.00
H18 0.61 -3.26 1.85  0.00
Cl1 0.27 4.27 4.29  0.00
C19 -1.22 4.14 3.40  0.00
C20 -1.33 3.22 2.35  0.00
C21 -2.56 3.20 1.71  0.00
Cl2 -2.85 2.13 0.38  0.00
C22 -3.63 4.02 2.09  0.00
Cl3 -5.15 3.94 1.26  0.00
C23 -3.48 4.91 3.14  0.00
Cl4 -4.79 5.92 3.63  0.00
C24 -2.26 4.97 3.81  0.00
Cl5 -2.06 6.07 5.13  0.00
Br1 -4.13 -5.50 -0.21  0.00
C25 -3.21 -3.87 0.03  0.01
C26 -3.47 -3.06 1.14  0.00
Br2 -4.75 -3.59 2.42  0.00
C27 -2.78 -1.85 1.31  0.01
Br3 -3.17 -0.68 2.73  0.00
C28 -1.81 -1.46 0.39  0.01
O1 -1.09 -0.36 0.44  -0.02
C29 -1.58 -2.27 -0.74  0.00
O2 -0.68 -1.78 -1.59  0.01
C30 -2.27 -3.45 -0.92  -0.01
Br4 -1.87 -4.46 -2.47  0.00
Br5 7.90 1.04 -2.68  0.00
C31 6.04 1.40 -2.52  0.00
C32 5.63 2.61 -1.99  0.00
N4 4.35 2.92 -1.83  0.00
C33 3.44 2.00 -2.18  0.00
C34 3.77 0.77 -2.74  0.00
C35 5.11 0.47 -2.93  0.00
C36 2.71 -0.25 -3.13  0.01
O3 3.01 -1.12 -3.94  0.01
O4 1.57 -0.09 -2.56  -0.03
H19 6.36 3.36 -1.68  0.00
H20 2.41 2.26 -2.03  0.00
H21 5.39 -0.48 -3.37  0.00

---

Of the structures shown above, *i* is the least stable.